(1)
The following is a quantum chemistry calculation of a structure of composition C20H52NO2P2Si4SnTe, from the Open Molecules 2025 dataset.

The geometry in XYZ format:
```
83
Properties=species:S:1:pos:R:3:forces:R:3:mulliken_charge:R:1
C -0.268 4.646 -4.201 0.21 0.19 0.45 -0.77
C -0.369 3.745 -3.130 1.00 0.78 0.10 0.35
N 0.639 2.883 -2.846 -0.09 0.31 -1.12 0.07
C 1.698 2.831 -3.694 -0.31 0.01 -0.36 0.38
C 1.872 3.728 -4.772 -0.19 -0.68 0.95 -0.78
C 0.897 4.697 -4.972 -0.16 -0.79 -0.18 -0.51
C -1.500 3.905 -2.108 -0.30 -0.77 -0.34 -1.28
P -1.446 2.651 -0.741 0.09 0.31 0.27 1.05
Sn 0.966 1.536 -0.024 0.01 0.10 0.12 0.26
P 2.085 0.420 -2.193 1.79 0.23 -2.53 0.66
C 2.733 1.727 -3.472 -0.33 -0.25 1.20 -1.14
O -4.305 1.774 -5.361 1.49 0.50 1.64 -0.63
O -0.731 -0.246 -5.242 -0.37 0.00 -0.82 -0.61
H -1.046 5.395 -4.338 0.06 -0.22 -0.08 0.47
H 2.766 3.599 -5.392 -0.44 0.35 0.18 0.46
H 1.020 5.406 -5.782 -0.16 0.09 0.15 0.43
C -1.833 3.843 0.570 -0.26 0.60 0.72 -1.57
C -2.977 1.648 -0.833 0.14 -0.13 -0.14 -0.91
H 3.042 1.221 -4.413 -0.39 0.32 0.56 0.49
H 3.648 2.163 -3.034 -0.29 -0.10 -0.12 0.48
H -2.513 3.951 -2.559 0.52 -0.38 -0.07 0.57
H -1.469 4.845 -1.556 0.55 0.15 -0.35 0.45
C 3.647 -0.404 -1.711 -0.32 0.38 0.15 -0.90
C 1.497 -0.830 -3.403 -0.52 0.19 0.51 -1.00
H -0.791 -0.546 -4.321 -0.72 -0.59 -1.12 0.44
H -0.970 -0.940 -5.904 0.12 0.59 1.35 0.31
H -3.881 1.653 -4.456 -0.93 0.06 -1.77 0.31
H -3.724 2.459 -5.753 -0.55 -0.58 0.09 0.32
H 1.832 3.050 0.387 -0.08 0.69 -0.13 -0.11
H -4.124 -2.821 -3.364 0.01 0.01 0.00 0.02
H -2.851 4.224 0.368 0.41 -0.03 0.16 0.47
H -1.811 3.475 1.605 0.01 -0.20 -0.36 0.32
H -1.125 4.688 0.511 -0.24 -0.39 0.06 0.43
H -3.798 2.241 -0.421 0.02 -0.03 -0.20 0.45
H -3.172 1.407 -1.884 -0.06 -0.05 0.22 0.21
H -2.903 0.718 -0.254 0.18 0.26 -0.19 0.10
H 2.136 -0.955 -4.293 -0.07 0.29 0.51 0.44
H 1.372 -1.805 -2.911 -0.26 0.35 -0.11 0.54
H 0.558 -0.378 -3.722 0.61 -0.61 0.06 -0.24
H 4.072 -0.886 -2.605 0.01 0.22 0.43 0.44
H 4.329 0.331 -1.267 0.02 -0.41 -0.02 0.41
H 3.344 -1.161 -0.980 0.37 0.00 0.01 -0.06
C 2.983 -3.360 1.612 0.11 -0.03 0.01 -0.96
Si 2.429 -2.112 2.923 0.71 -0.25 0.17 0.98
C 3.053 -2.706 4.620 -0.18 0.10 -0.27 -1.19
C 3.197 -0.420 2.574 0.19 0.16 0.01 -0.53
Si 0.118 -1.997 2.881 -0.77 0.64 -0.89 -1.20
Te -0.330 -0.826 0.685 -0.10 -0.04 -1.32 0.00
Si -1.192 -3.611 1.665 0.19 -0.41 0.74 0.88
C -1.199 -4.993 2.954 -0.34 -0.17 -0.40 -1.20
C -2.969 -3.084 1.294 -0.07 -0.06 0.04 -0.97
C -0.396 -4.270 0.078 0.00 -0.02 -0.02 -0.96
Si -0.989 -0.095 3.733 0.05 -0.83 1.09 0.91
C -1.222 -0.745 5.502 -0.30 0.75 0.13 -1.28
C 0.106 1.439 3.804 0.06 0.02 0.10 -0.65
C -2.697 0.387 3.087 -0.06 0.01 0.03 -0.53
H 4.040 -3.620 1.799 -0.34 0.07 -0.12 0.41
H 2.902 -2.959 0.590 -0.03 -0.11 0.30 0.08
H 2.392 -4.288 1.661 0.23 0.27 0.03 0.32
H 4.131 -2.922 4.564 -0.31 0.06 0.05 0.35
H 2.888 -1.941 5.391 0.05 -0.22 -0.15 0.31
H 2.527 -3.623 4.923 0.19 0.21 -0.02 0.32
H 3.001 -0.042 1.557 0.01 -0.23 0.26 -0.30
H 2.843 0.345 3.281 0.15 -0.26 -0.18 0.21
H 4.293 -0.502 2.693 -0.34 0.05 -0.03 0.43
H -1.672 -4.656 3.890 0.13 -0.16 -0.29 0.31
H -1.784 -5.824 2.526 0.20 0.00 0.40 0.38
H -0.178 -5.342 3.177 -0.32 0.07 -0.08 0.31
H -3.059 -2.440 0.404 0.09 -0.26 0.37 0.25
H -3.527 -4.018 1.101 0.08 0.32 0.08 0.39
H -3.439 -2.574 2.150 0.13 -0.23 -0.30 0.21
H -0.616 -3.643 -0.801 0.07 -0.20 0.35 0.26
H 0.696 -4.381 0.163 -0.38 0.02 -0.03 0.22
H -0.831 -5.270 -0.097 0.16 0.27 0.02 0.38
H -0.258 -0.983 5.981 -0.27 0.09 -0.14 0.31
H -1.723 0.048 6.081 0.12 -0.39 0.20 0.39
H -1.851 -1.649 5.521 0.17 0.29 -0.04 0.30
H 0.244 1.946 2.837 -0.06 -0.13 0.26 -0.04
H -0.383 2.147 4.495 0.18 -0.13 -0.22 0.39
H 1.100 1.204 4.214 -0.33 0.11 -0.09 0.23
H -2.666 0.993 2.170 0.04 -0.23 0.25 -0.16
H -3.335 -0.490 2.907 0.17 0.28 0.02 0.22
H -3.171 0.991 3.879 0.10 -0.18 -0.20 0.40
```
Positions in Å, forces in eV/Å.

For the LUMO energy (spin up / spin down), the calculation gives -3.0 / -2.7 eV. Its charge is +1.

---

(2)
The following is a quantum chemistry calculation of a structure of composition C5H7N, from the Open Molecules 2025 dataset.

The geometry in XYZ format:
```
13
Properties=species:S:1:pos:R:3:forces:R:3:mulliken_charge:R:1
C -0.558 -0.932 0.934 0.20 0.55 -1.54 -0.55
C 0.501 -1.011 -0.185 2.93 -0.44 1.67 -0.33
C -1.081 -0.186 -0.308 -2.77 2.06 1.43 0.13
N -0.713 0.997 -0.783 -4.09 2.02 1.28 -0.70
C 0.485 1.488 0.002 -0.35 -1.53 -1.08 -0.26
C 1.028 0.206 -0.579 3.90 -0.90 1.70 -0.22
H -0.320 -0.415 1.899 -0.04 -0.20 -1.19 0.17
H -1.074 -1.889 1.106 0.23 0.56 -0.20 0.27
H 0.760 -1.956 -0.604 0.21 -0.26 -0.38 0.39
H -1.942 -0.656 -0.749 -0.06 -0.19 -0.58 0.38
H 0.371 1.571 1.119 -0.06 -0.37 -1.09 0.16
H 0.884 2.439 -0.408 -0.26 -0.87 0.12 0.27
H 1.657 0.342 -1.444 0.14 -0.44 -0.12 0.32
```
Positions in Å, forces in eV/Å.

For the LUMO energy (spin up / spin down), the calculation gives 0.4 / -0.1 eV. The calculation puts the relative energy (zero: lowest compared OMol25 entry of this formula, charge and spin) at 5.841 eV.

---

(3)
The following is a quantum chemistry calculation of the molecule C4H10N2OS, from the Open Molecules 2025 dataset.

The geometry in XYZ format:
```
18
Properties=species:S:1:pos:R:3:forces:R:3:mulliken_charge:R:1
H 2.246 -1.904 0.033 -0.73 0.16 -0.70 0.26
N 1.295 -2.204 0.259 -0.75 -0.10 1.36 -0.88
C 0.416 -1.273 0.346 1.69 1.36 -1.43 0.37
N -0.826 -1.492 0.892 -0.10 1.00 -0.16 -0.22
S -1.612 -0.359 1.933 -0.18 -0.97 -0.71 -0.18
C 0.657 0.105 -0.385 0.46 -1.03 1.04 0.58
C 0.899 1.266 0.596 -0.51 0.67 -0.29 -1.38
C -0.377 0.364 -1.478 -0.27 1.62 0.53 -0.86
O -1.606 0.866 -0.892 0.41 0.85 -0.63 -0.53
H -0.954 -2.450 1.074 -0.41 -1.21 0.72 0.30
H -2.492 0.058 0.993 0.11 0.06 0.40 0.17
H 1.582 -0.114 -0.908 0.28 0.21 -0.16 0.35
H 1.182 2.184 0.036 -0.25 -0.40 0.23 0.36
H 1.754 1.063 1.265 -0.56 -0.11 -0.14 0.32
H -0.040 1.459 1.179 1.23 -0.01 -0.44 0.33
H -0.673 -0.550 -1.980 0.25 -0.05 -0.26 0.34
H 0.047 1.147 -2.198 -0.57 -1.19 0.70 0.33
H -1.499 1.831 -0.766 -0.12 -0.85 -0.06 0.33
```
Positions in Å, forces in eV/Å.

As for the SMILES: [H]/N=C(/NS)[C@H](C)CO. For the LUMO energy, the calculation gives 0.6 eV. The calculation puts the relative energy (zero: lowest compared OMol25 entry of this formula, charge and spin) at 2.054 eV.

---

(4)
The following is a quantum chemistry calculation of a structure of composition C37H35CuN5O3S, from the Open Molecules 2025 dataset.

The geometry in XYZ format:
```
82
Properties=species:S:1:pos:R:3:forces:R:3:mulliken_charge:R:1
Cu -1.137 0.224 -0.506 0.36 -0.03 0.54 -0.73
O -2.845 -2.931 0.692 -0.04 -0.07 0.02 -0.64
S -2.661 -2.573 -0.691 -0.01 0.25 -0.22 1.10
O -3.518 -3.215 -1.663 -0.05 0.07 0.05 -0.71
N -2.704 -0.947 -0.883 0.08 -0.50 -0.11 0.80
C -3.925 -0.334 -0.636 -0.62 -0.09 0.05 0.24
C -5.133 -1.001 -0.438 0.47 0.09 -0.12 -0.61
C -6.323 -0.318 -0.169 -0.14 0.20 0.06 -1.07
C -6.363 1.044 -0.075 -0.17 -0.09 0.00 -0.87
C -5.175 1.775 -0.246 0.29 -0.08 -0.10 0.78
C -5.132 3.179 -0.116 0.11 0.04 -0.01 -0.75
C -3.944 3.840 -0.237 -0.17 0.10 0.01 -1.11
C -2.787 3.094 -0.500 0.08 -0.17 -0.05 -0.11
N -2.786 1.790 -0.655 0.09 0.10 0.02 0.35
C -3.953 1.103 -0.534 -0.29 -0.04 0.09 0.51
C -1.018 -3.098 -1.161 -0.17 0.09 0.21 0.41
C -0.576 -4.221 -0.472 0.03 0.08 0.18 -0.61
C 0.556 -4.892 -0.902 0.03 0.02 -0.04 -0.71
C 1.227 -4.457 -2.037 0.03 -0.03 0.03 -0.49
C 0.782 -3.333 -2.715 -0.01 0.07 0.03 -0.79
C -0.336 -2.637 -2.274 -0.02 0.06 -0.12 -0.05
H -5.149 -2.076 -0.491 -0.08 -0.04 0.00 0.49
H -7.229 -0.893 -0.023 0.02 -0.02 -0.02 0.40
H -7.285 1.571 0.140 0.01 -0.01 0.00 0.39
H -6.049 3.718 0.092 -0.01 -0.02 0.00 0.42
H -3.880 4.915 -0.137 0.01 -0.01 0.02 0.41
H -1.829 3.594 -0.587 -0.06 0.02 0.07 0.43
H -1.133 -4.548 0.396 0.04 -0.03 -0.02 0.50
H 0.905 -5.761 -0.360 -0.01 -0.01 -0.01 0.41
H 2.094 -4.998 -2.394 0.00 0.01 0.00 0.42
H 1.299 -2.991 -3.601 0.04 0.04 -0.02 0.47
H -0.659 -1.755 -2.811 -0.05 -0.05 -0.02 0.19
C 3.181 -1.839 1.420 0.01 0.07 0.01 -0.98
C 4.123 -0.707 1.737 -0.04 -0.01 -0.13 1.57
C 5.176 -0.922 2.623 0.02 0.02 0.03 -0.87
C 6.105 0.063 2.914 0.00 0.01 -0.01 -0.67
C 5.998 1.305 2.305 0.06 0.00 0.03 -0.63
C 4.955 1.549 1.432 -0.09 0.05 -0.04 -0.76
C 4.015 0.562 1.145 0.15 -0.06 0.23 -0.13
N 3.000 0.863 0.206 -0.02 -0.07 -0.15 0.43
C 1.648 0.673 0.375 0.21 0.23 0.06 0.25
N 1.277 0.586 1.661 0.07 0.01 0.03 0.19
C 0.010 0.397 2.248 -0.38 -0.12 0.09 0.02
C -1.130 0.137 1.497 0.19 0.01 -0.36 -0.50
C -2.317 -0.069 2.193 0.05 0.02 0.16 0.86
C -2.378 0.026 3.575 -0.12 -0.01 -0.08 -1.23
C -1.229 0.305 4.297 0.03 0.00 -0.03 -0.70
C -0.018 0.481 3.651 0.12 0.02 0.08 1.19
C 1.235 0.759 4.446 -0.12 -0.02 -0.04 -1.53
N 0.829 0.660 -0.640 -0.25 -0.02 -0.14 0.10
C 1.406 0.767 -1.938 0.28 0.12 -0.19 -1.09
C 2.199 -0.256 -2.452 -0.18 -0.04 0.05 0.60
C 2.761 -0.154 -3.714 0.03 -0.04 -0.05 -0.96
C 2.531 0.978 -4.480 0.01 0.04 -0.03 -0.91
C 1.755 2.005 -3.965 0.04 0.02 -0.05 -1.03
C 1.197 1.927 -2.696 0.02 -0.01 0.16 1.14
C 0.399 3.061 -2.120 0.04 -0.15 -0.04 -0.81
H 3.689 -2.793 1.550 0.00 0.00 -0.01 0.56
H 2.814 -1.782 0.395 -0.02 -0.01 -0.02 -0.09
H 2.308 -1.834 2.076 -0.03 -0.01 -0.01 0.22
H 5.279 -1.902 3.074 -0.02 0.00 0.01 0.43
H 6.917 -0.142 3.598 -0.01 0.00 0.01 0.41
H 6.721 2.082 2.517 0.00 0.00 -0.01 0.39
H 4.853 2.518 0.956 -0.01 0.00 0.02 0.46
H 3.286 1.256 -0.675 -0.01 -0.10 -0.07 0.36
H 2.029 0.718 2.317 0.05 0.04 -0.05 -0.15
H -3.220 -0.328 1.662 -0.06 0.00 -0.03 0.44
H -3.322 -0.124 4.084 0.02 -0.02 0.01 0.47
H -1.270 0.378 5.378 0.03 0.00 0.01 0.34
H 0.997 0.785 5.508 0.05 0.01 0.01 0.38
H 1.679 1.725 4.184 0.03 -0.01 0.02 0.36
H 1.995 -0.015 4.299 0.03 0.02 0.02 0.29
H 2.357 -1.142 -1.852 0.00 -0.02 0.01 0.47
H 3.377 -0.957 -4.097 -0.02 -0.01 0.01 0.47
H 2.958 1.067 -5.470 0.00 -0.01 0.01 0.41
H 1.590 2.897 -4.559 -0.03 0.00 0.01 0.43
H 0.184 3.819 -2.872 0.00 0.00 -0.01 0.46
H 0.934 3.535 -1.293 -0.03 0.02 0.01 0.36
H -0.535 2.676 -1.714 0.01 0.06 -0.03 -0.46
O -1.512 0.434 -2.963 0.28 0.01 -0.20 -0.72
H -1.930 1.301 -3.000 -0.07 -0.03 -0.01 0.37
H -2.235 -0.198 -2.827 -0.06 0.07 0.17 0.28
```
Positions in Å, forces in eV/Å.

The multiplicity is 2. For the LUMO energy (spin up / spin down), the calculation gives 0.2 / -0.1 eV. The expectation value of S² is 0.756.

---

Number 1: molecular weight 759.24 g mol⁻¹. Number 2: molecular weight 81.12 g mol⁻¹. Number 3: molecular weight 134.20 g mol⁻¹. Number 4: molecular weight 693.33 g mol⁻¹.